Entry 1:
11
Properties=species:S:1:pos:R:3 method="wB97M-V/def2-TZVPD" e_homo_ev=-15.208 total_charge=+1 de_lowest_kcal_mol=108.0 orbital_gap_ev=11.6 largest_force_ev_per_a=4.8 smiles=C1N[C@]12N[NH2+]2 lumo_ev=-3.64
C -0.454 1.116 0.728
N -1.328 0.410 -0.217
C -0.153 -0.146 0.063
N 0.433 -1.440 0.204
N 0.860 -0.645 -0.920
H -0.887 1.056 1.647
H -0.007 2.120 0.263
H -2.226 0.092 0.007
H 1.226 -1.360 0.975
H 0.747 -0.919 -1.893
H 1.789 -0.285 -0.858

Entry 2:
11
Properties=species:S:1:pos:R:3 method="wB97M-V/def2-TZVPD" multiplicity=3 e_homo_ev="-12.998 / -15.268" s_squared=2.01 total_charge=+1 de_lowest_kcal_mol=59.3 orbital_gap_ev="8.3 / 7.7" largest_force_ev_per_a=6.8 lumo_ev="-4.73 / -7.54"
C 0.315 -1.003 1.268
C 0.271 1.352 -1.246
N -0.147 0.276 -0.536
N 0.078 0.170 0.698
N -0.477 -1.982 1.125
H -0.336 2.096 -1.722
H 1.009 2.063 -0.817
H 0.747 0.743 -2.149
H 0.322 1.063 1.304
H -1.261 -1.901 0.482
H -0.522 -2.877 1.594

Entry 3:
12
Properties=species:S:1:pos:R:3 method="wB97M-V/def2-TZVPD" e_homo_ev=-15.705 total_charge=+1 de_lowest_kcal_mol=56.9 orbital_gap_ev=11.6 largest_force_ev_per_a=3.9 lumo_ev=-4.06
C -0.694 0.497 -0.782
C 0.337 -1.076 1.354
N -0.531 -0.832 0.482
N -0.084 1.648 -0.502
N 1.158 -1.237 2.224
O -0.240 -0.228 -1.865
H -1.745 0.483 -0.710
H 0.881 1.736 -0.644
H -1.228 -1.500 0.282
H -0.585 2.193 0.223
H 2.047 -1.470 1.959
H 0.683 -0.213 -2.022

Entry 4:
13
Properties=species:S:1:pos:R:3 method="wB97M-V/def2-TZVPD" e_homo_ev=-3.907 total_charge=-1 de_lowest_kcal_mol=148.9 orbital_gap_ev=8.1 largest_force_ev_per_a=2.7 lumo_ev=4.18
C -0.006 -0.048 -1.770
C 0.920 -0.909 -0.970
N -0.434 0.399 0.786
N 2.208 -0.890 -0.893
N -0.976 0.285 1.791
O -1.208 1.782 2.556
O -1.316 -0.542 2.638
H 0.602 0.850 -2.189
H -0.789 0.271 -1.134
H -0.474 -0.732 -2.469
H 0.419 -1.686 -0.216
H -1.680 1.375 3.306
H 2.733 -0.157 -1.435

Entry 5:
13
Properties=species:S:1:pos:R:3 method="wB97M-V/def2-TZVPD" e_homo_ev=-13.880 total_charge=+1 de_lowest_kcal_mol=76.4 orbital_gap_ev=9.7 largest_force_ev_per_a=1.9 lumo_ev=-4.23
C 1.733 -0.542 0.417
C 1.462 0.680 -0.008
N 0.733 1.699 -0.101
N -2.534 -0.391 0.203
N 1.782 -1.702 -0.238
O -1.895 0.632 0.091
O -3.790 -0.332 -0.093
H 2.156 -0.544 1.426
H -0.270 1.668 0.136
H 1.111 2.581 -0.440
H 1.414 -1.789 -1.171
H 2.215 -2.511 0.173
H -4.117 0.551 -0.397

Entry 6:
13
Properties=species:S:1:pos:R:3 method="wB97M-V/def2-TZVPD" e_homo_ev="-14.350 / -14.348" total_charge=+1 de_lowest_kcal_mol=100.7 orbital_gap_ev="6.8 / 6.8" largest_force_ev_per_a=9.6 lumo_ev="-7.54 / -7.54"
C -1.890 0.357 0.563
C 0.361 -0.631 0.342
N -0.999 -0.626 0.911
N -1.166 1.621 0.561
N 0.925 0.710 0.237
O -2.959 0.334 0.002
S 1.734 1.103 -1.000
H 0.997 -1.233 0.962
H 0.226 -1.086 -0.633
H -1.389 -1.496 0.994
H -0.603 1.639 1.424
H -1.530 2.430 0.417
H 1.380 -0.016 -1.735